## i
15
Properties=species:S:1:pos:R:3:mulliken_charge:R:1 method="wB97M-V/def2-TZVPD" charge=+1 gap_ev=9.7 lumo_ev=-3.679
O -2.18 0.91 0.08 -0.547
O 4.57 0.19 0.07 -0.076
N -1.40 -1.73 -0.01 -0.285
N 0.49 -0.32 -0.12 -0.004
C 0.11 1.07 -0.14 -0.211
C -1.08 1.68 -0.02 -0.063
C -0.10 -1.49 0.05 0.202
C 3.46 0.02 -0.01 -0.077
H 1.56 -0.47 -0.07 0.191
H -2.69 1.38 0.74 0.337
H -1.57 -2.68 -0.17 0.242
H 0.71 -2.17 0.17 0.363
H 1.04 1.74 -0.33 0.159
H -1.06 2.71 -0.04 0.460
H -1.86 -0.86 -0.21 0.308

=====

## ii
15
Properties=species:S:1:pos:R:3:mulliken_charge:R:1 method="wB97M-V/def2-TZVPD" charge=+1 gap_ev=8.7 smiles="O=N[C@@]1(O)C=[NH+]CC1" lumo_ev=-5.220
O 0.21 -0.45 2.82 -0.334
O -1.64 0.16 1.29 -0.485
N 0.67 -0.10 1.79 0.100
N 0.47 0.96 -1.28 -0.001
C -0.11 -1.05 -0.29 -0.961
C -0.34 1.28 -0.35 -0.348
C 1.03 -0.37 -1.14 -0.518
C -0.50 0.13 0.75 0.819
H 0.24 -2.04 0.15 0.351
H 0.50 1.41 -2.18 0.314
H -0.92 2.21 -0.44 0.437
H -0.94 -1.25 -0.91 0.393
H 1.79 -0.19 -0.48 0.377
H -1.68 0.18 2.28 0.410
H 1.21 -0.88 -2.02 0.447

=====

Name the least stable of them. ii.

=====

## i
26
Properties=species:S:1:pos:R:3:mulliken_charge:R:1 method="wB97M-V/def2-TZVPD" charge=+1 gap_ev=9.4 lumo_ev=-3.617
O 1.25 0.72 1.24 -0.318
N -1.80 -1.70 -0.20 -0.156
N -0.98 0.43 0.35 0.188
N 1.93 2.01 -0.55 -0.647
C -2.16 -3.05 0.24 -0.815
C 3.90 -0.36 -0.82 -0.804
C 3.18 0.03 0.25 -0.107
C 2.14 1.00 0.21 0.717
C -1.99 2.31 -0.94 -0.908
C -1.01 -0.89 0.46 0.220
C -0.06 1.28 1.17 -0.570
C -2.04 1.12 -0.27 -0.028
H -1.01 2.54 -1.43 0.301
H -2.91 2.73 -1.36 0.309
H -3.21 -3.01 0.40 0.284
H 3.80 0.12 -1.76 0.278
H -0.28 -1.51 1.13 0.257
H 2.59 1.85 -1.31 0.228
H 3.42 -0.46 1.13 0.385
H -3.04 0.72 0.11 0.313
H 4.74 -1.16 -0.66 0.226
H -0.05 2.22 0.59 0.474
H -0.39 1.35 2.20 0.187
H -1.47 -3.40 1.01 0.396
H -2.56 -1.17 -0.62 0.276
H -2.01 -3.72 -0.58 0.312

=====

## ii
26
Properties=species:S:1:pos:R:3:mulliken_charge:R:1 method="wB97M-V/def2-TZVPD" charge=+1 gap_ev="7.7 / 7.7" lumo_ev="-3.323 / -3.324"
O 2.79 1.33 0.45 -0.502
N 1.47 -1.80 -0.68 -1.159
N 2.03 -0.62 -0.48 0.449
N -1.56 -0.49 -0.42 0.208
C -0.98 -1.80 -0.06 -0.595
C -0.90 0.23 -1.51 -0.819
C -0.41 0.47 1.50 -0.940
C 0.48 1.19 0.54 0.752
C -1.72 0.14 0.93 -0.881
C -0.15 1.48 -0.84 -1.053
C 0.27 -2.21 -0.24 -0.373
C 1.74 0.45 0.26 0.095
H -1.48 0.59 -2.28 0.479
H 0.76 1.83 -1.35 0.487
H -2.55 -0.75 -0.72 0.428
H 0.11 -0.38 2.02 0.450
H -2.11 -0.44 1.69 0.448
H -0.67 1.06 2.45 0.346
H 0.87 2.21 0.81 0.431
H -0.11 -0.29 -1.97 0.417
H -1.80 -2.39 0.32 0.469
H -0.79 2.35 -0.80 0.382
H 3.03 -0.75 -0.49 0.267
H -2.26 1.04 0.73 0.461
H 3.70 0.86 0.47 0.354
H 0.24 -3.33 -0.33 0.401

=====

## iii
26
Properties=species:S:1:pos:R:3:mulliken_charge:R:1 method="wB97M-V/def2-TZVPD" charge=+1 gap_ev=10.7 lumo_ev=-3.150
O -1.19 0.38 -2.97 -0.561
N -0.61 0.06 -0.77 0.058
N 1.00 0.59 -2.31 -0.190
N -0.35 0.43 1.73 -0.134
C -0.90 -1.04 0.09 1.098
C 2.03 0.88 -1.31 -0.662
C -0.62 1.81 1.93 -0.930
C 1.80 -0.12 -0.21 -0.569
C -0.35 0.39 -2.10 0.308
C -1.03 -2.43 -0.36 -1.371
C 0.37 -0.27 0.07 -0.219
C -1.53 -0.41 1.33 -0.803
H 1.14 1.08 -3.12 0.248
H -2.13 -2.65 -0.34 0.342
H -1.55 -1.08 2.21 0.378
H 2.50 -0.06 0.73 0.324
H -0.48 -3.02 0.33 0.388
H 2.95 0.65 -1.75 0.446
H -1.71 2.01 2.31 0.312
H -0.49 -2.62 -1.27 0.384
H -2.46 0.11 1.19 0.412
H -0.54 2.37 1.01 0.289
H 0.25 -0.02 2.45 0.424
H 1.92 1.90 -0.87 0.309
H 1.92 -1.16 -0.65 0.311
H 0.05 2.23 2.63 0.407

=====

Name the least stable of them. ii.

=====

## i
18
Properties=species:S:1:pos:R:3:mulliken_charge:R:1 method="wB97M-V/def2-TZVPD" spin_multiplicity=2 s2=0.753 charge=-1 gap_ev="3.5 / 7.2" lumo_ev="3.938 / 3.718"
O -0.09 -1.47 -2.24 -0.580
O -0.84 -0.04 2.43 -0.697
O -1.95 -1.00 -0.06 -0.598
N -0.28 1.77 -0.02 -0.914
C 0.24 -0.14 1.80 -0.951
C 0.69 0.85 0.67 0.912
C 1.60 0.18 -0.43 -1.509
H 1.01 -0.87 1.96 0.330
H -0.89 1.35 -0.71 0.315
H -0.97 2.25 0.59 0.290
H -1.68 -0.53 0.68 0.310
H -0.55 -1.89 -1.53 0.308
H -2.68 -1.53 0.27 0.254
H -0.50 -0.64 -2.69 0.279
H 1.37 -0.81 -0.55 0.420
H 1.55 0.93 -1.31 0.361
H 1.26 1.44 1.41 0.156
H 2.71 0.15 -0.27 0.314

=====

## ii
18
Properties=species:S:1:pos:R:3:mulliken_charge:R:1 method="wB97M-V/def2-TZVPD" spin_multiplicity=2 s2=0.756 charge=-1 gap_ev="7.6 / 5.6" lumo_ev="3.700 / 1.700"
O 2.02 1.51 -1.20 -0.954
O -1.83 -1.72 0.58 -0.478
O -0.13 2.46 -1.94 -0.806
N -0.64 -0.71 2.34 -0.587
C -1.12 -0.68 0.92 0.329
C 0.09 -0.31 0.00 -0.301
C 1.11 -1.42 -0.14 -1.222
H 0.88 2.09 -1.60 0.447
H -0.30 -0.06 -0.98 0.272
H 0.52 0.60 0.40 0.336
H -1.16 -1.40 2.86 0.197
H 2.66 2.22 -1.11 0.154
H 1.67 -1.62 0.77 0.304
H 0.03 3.26 -2.45 0.208
H -0.76 0.19 2.79 0.230
H -1.74 0.24 0.88 0.228
H 1.87 -1.08 -0.86 0.321
H 0.65 -2.30 -0.60 0.320

=====

Name the least stable of them. i.

=====

## i
13
Properties=species:S:1:pos:R:3:mulliken_charge:R:1 method="wB97M-V/def2-TZVPD" gap_ev=9.5 lumo_ev=0.125
I -3.94 -0.90 -0.07 0.132
F -2.27 1.53 0.45 -0.180
O 0.05 -0.17 1.05 -0.184
O -1.17 -0.72 1.02 -0.323
C -2.24 0.33 -0.05 0.056
C 1.98 0.42 -0.14 -1.118
C 0.87 -0.63 0.00 -0.098
H 2.78 0.14 -0.73 0.429
H 1.55 1.31 -0.64 0.256
H 1.37 -1.51 0.14 0.313
H 2.37 0.69 0.92 0.241
H -1.56 0.29 -1.06 0.251
H 0.22 -0.78 -0.89 0.224

=====

## ii
13
Properties=species:S:1:pos:R:3:mulliken_charge:R:1 method="wB97M-V/def2-TZVPD" gap_ev=10.0 lumo_ev=0.273
I -3.99 -0.71 -0.01 0.006
F -2.40 1.70 -0.25 -0.208
O -0.10 0.34 0.54 -0.237
O -1.37 -0.22 0.67 -0.239
C 2.10 0.15 -0.09 -1.004
C -2.19 0.42 -0.48 0.055
C 0.93 -0.68 0.41 -0.124
H -1.81 0.42 -1.46 0.363
H 2.77 0.55 0.85 0.231
H 2.78 -0.48 -0.59 0.355
H 1.86 1.05 -0.67 0.293
H 0.43 -1.47 -0.33 0.239
H 1.01 -1.09 1.43 0.269

=====

Name the least stable of them. i.

=====

## i
11
Properties=species:S:1:pos:R:3:mulliken_charge:R:1 method="wB97M-V/def2-TZVPD" gap_ev=9.2 smiles="[H]/N=C/N.N" lumo_ev=0.906
N 0.41 -2.68 0.14 -0.686
N -1.22 -0.98 0.12 -0.468
N 0.64 2.40 -0.88 -0.683
C -0.01 -1.48 0.45 0.169
H 0.76 -3.10 1.02 0.227
H 0.22 3.04 -0.20 0.224
H 0.63 -0.96 1.19 0.254
H -2.04 -1.57 -0.04 0.271
H 0.36 2.78 -1.78 0.227
H -1.40 -0.15 0.62 0.223
H 1.65 2.70 -0.65 0.242

=====

## ii
11
Properties=species:S:1:pos:R:3:mulliken_charge:R:1 method="wB97M-V/def2-TZVPD" gap_ev=10.3 smiles="[H]/N=C/N.N" lumo_ev=0.977
N -0.72 -1.71 1.20 -0.672
N 1.26 2.16 -0.08 -0.653
N -1.29 -0.58 -0.77 -0.452
C -0.45 -1.34 0.01 0.069
H -0.26 -2.61 1.35 0.252
H 2.06 1.55 -0.18 0.218
H 1.60 2.93 0.49 0.212
H 0.47 1.69 0.31 0.210
H -0.84 0.14 -1.30 0.242
H -2.27 -0.56 -0.51 0.231
H 0.44 -1.68 -0.53 0.341

=====

Name the least stable of them. i.

=====

## i
18
Properties=species:S:1:pos:R:3:mulliken_charge:R:1 method="wB97M-V/def2-TZVPD" charge=+1 gap_ev=9.7 smiles=CC(S)(S)[C@@H](N)[NH3+] lumo_ev=-3.342
S -2.04 1.23 -0.25 -0.099
S -1.43 -1.78 -0.31 -0.130
N 1.37 -0.89 -0.92 -0.294
N 1.07 1.49 -0.48 -0.532
C 0.34 0.31 -0.97 -0.434
C -0.67 -0.05 0.15 -0.057
C -0.17 0.03 1.66 -1.012
H -0.88 0.65 2.20 0.276
H 0.86 0.38 1.59 0.438
H 1.45 2.10 -1.23 0.267
H -1.75 -1.99 0.85 0.182
H -3.16 0.64 0.02 0.195
H 2.15 -0.91 -1.58 0.354
H 0.06 0.50 -1.96 0.533
H -0.25 -1.07 1.88 0.372
H 1.92 -0.93 0.02 0.386
H 0.74 -1.73 -0.85 0.299
H 0.40 2.01 0.19 0.257

=====

## ii
18
Properties=species:S:1:pos:R:3:mulliken_charge:R:1 method="wB97M-V/def2-TZVPD" charge=+1 gap_ev="9.0 / 6.8" lumo_ev="-3.225 / -4.729"
S 1.62 -1.78 0.79 -0.290
S -0.21 -2.00 0.05 -0.009
N 0.95 -0.32 -1.71 -0.141
N -1.45 -0.10 -1.76 -0.488
C -0.05 1.54 1.17 -0.417
C -0.29 -0.39 -0.96 0.020
C -0.78 1.06 2.31 -0.770
H -1.80 0.73 2.00 0.240
H 1.15 0.65 -1.68 0.365
H -2.35 -0.43 -1.43 0.281
H -0.80 1.83 3.07 0.356
H 1.04 -0.81 -2.66 0.355
H -0.19 0.32 2.73 0.275
H 1.10 1.24 1.13 0.236
H -1.44 -0.37 -2.75 0.235
H -0.30 2.37 0.47 0.312
H 1.56 -0.73 -1.01 0.185
H 2.24 -2.82 0.24 0.255

=====

Name the least stable of them. ii.